The following is a quantum chemistry calculation of a 9-piece molecular cluster, C54H135O36P9 overall, from the Open Molecules 2025 dataset.

Structure (XYZ):
```
234
Properties=species:S:1:pos:R:3:forces:R:3:lowdin_charge:R:1
P -5.02917 -0.67824 -5.95876 0.00 0.70 0.74 0.42
P -3.09921 3.98159 4.67342 0.87 0.80 0.15 0.47
P 0.49418 -0.13231 -0.08703 0.77 1.61 0.72 0.44
P 2.88470 -7.55050 3.13972 1.86 0.47 -1.38 0.43
P -5.51876 -3.14527 -0.96545 0.48 -0.69 -0.01 0.43
P 7.84465 4.09448 2.87968 0.44 -0.08 -0.24 0.40
P -7.54530 0.30577 4.58649 -0.11 1.04 -0.03 0.43
P 3.11747 5.19413 -5.27458 -0.14 -0.17 0.19 0.43
P 7.02799 -2.62795 -5.47807 0.14 0.19 -0.79 0.40
O -6.86043 -0.20439 5.93902 -0.35 0.48 -0.38 -0.16
O 2.18562 4.01383 -4.71804 0.80 0.20 -0.74 -0.18
O 4.31858 -7.73712 2.36933 -1.32 0.67 0.37 -0.20
O 9.19269 3.65364 2.49571 -0.34 0.05 0.36 -0.22
O 6.45508 -1.46328 -4.54666 0.50 0.07 -0.62 -0.17
O 0.11030 0.63134 1.28181 0.95 -0.61 -0.14 -0.21
O 2.97961 -7.76877 4.57700 -0.63 -0.05 0.08 -0.21
O -0.63264 0.45546 -1.03912 1.01 -0.36 -0.09 -0.17
O 7.38533 -3.81230 -4.49796 -0.74 0.07 0.17 -0.18
O 1.92142 -8.52177 2.33638 -0.65 0.39 0.19 -0.17
O 4.17143 5.34662 -4.06113 -0.44 0.05 -0.80 -0.19
O 2.40126 6.42838 -5.64253 0.70 -0.66 0.10 -0.23
O 7.50391 5.60319 2.52715 0.53 -0.43 0.09 -0.15
O 8.11289 -2.20568 -6.38100 -0.67 0.02 0.74 -0.23
O 2.48945 -6.08476 2.59738 1.03 -0.66 0.82 -0.19
O 5.71606 -3.21478 -6.18111 0.61 -0.43 0.74 -0.20
O 0.63368 -1.57962 0.07919 -0.17 -0.12 -0.30 -0.22
O -5.17111 -1.71281 -1.00706 -0.03 -1.31 0.46 -0.26
O 7.48212 4.06082 4.42279 0.12 -0.17 -0.22 -0.17
O 1.85598 0.64575 -0.51386 -2.25 -0.60 -0.32 -0.19
O -4.35151 -4.04254 -0.32671 -1.16 0.43 -0.65 -0.16
O -3.66217 0.09976 -6.29453 -0.04 -0.94 -0.26 -0.17
O -4.86377 -2.12928 -5.82098 0.12 0.51 -0.26 -0.21
O -3.40251 5.57090 4.69137 0.07 -0.80 -0.63 -0.18
O -8.69812 -0.78172 4.32482 1.04 0.74 -0.06 -0.19
O -6.83042 -3.47863 -0.15759 -0.15 -0.15 -0.05 -0.16
O -2.67391 3.72433 6.18870 -0.13 -0.47 -1.07 -0.16
O -5.75876 -3.89481 -2.34406 0.44 0.44 0.12 -0.15
O -6.06995 -0.14368 -7.03481 0.21 -0.14 0.39 -0.17
O -5.56405 0.07822 -4.65126 0.21 -0.04 -1.14 -0.18
O 3.97070 4.52077 -6.45848 -1.00 0.28 0.67 -0.17
O -6.43660 0.05134 3.47532 -1.20 -0.69 0.21 -0.20
O 6.68820 3.24553 2.18317 -0.31 0.60 0.40 -0.16
O -4.18155 3.12953 4.14001 1.15 1.86 0.42 -0.24
O -8.02453 1.70377 4.64407 0.36 -1.03 0.25 -0.23
O -1.66438 3.89475 3.97169 -0.27 -0.29 1.25 -0.18
C 4.87535 6.59494 -3.97472 -0.37 1.20 0.59 -0.28
C -2.18199 1.90935 -5.68679 0.33 -1.58 0.36 -0.06
C 7.04763 6.06245 0.19806 0.18 -0.20 -0.51 -0.09
C -5.12110 -0.38771 -3.36936 -0.77 -0.96 0.84 -0.28
C -5.35442 0.96399 3.25483 0.64 0.71 0.39 -0.25
C -10.03064 -0.30429 4.01518 -0.37 -0.99 -0.01 -0.25
C -10.52239 -1.13388 2.85291 -0.85 -0.12 -0.35 -0.08
C -1.14250 5.57976 2.26943 0.46 -0.25 0.69 -0.05
C -1.89039 -0.25619 -1.05154 -1.10 0.18 -0.17 -0.23
C -6.18085 -3.03711 2.12411 -0.68 0.27 0.44 -0.06
C -3.04044 -3.81506 -0.83510 1.37 -0.09 0.61 -0.27
C -6.80527 -3.49478 -3.24401 -0.87 0.24 -0.52 -0.26
C 8.31774 3.33013 5.31949 0.39 -1.54 0.99 -0.28
C -4.77082 7.53198 4.40416 0.15 0.23 -0.16 -0.07
C 5.09603 -8.90189 2.68327 -0.35 -0.16 0.04 -0.28
C 1.07976 -4.20286 2.47932 1.11 1.09 -0.88 -0.08
C 5.96670 -8.70521 3.89584 0.63 -0.80 0.39 -0.08
C 5.21791 2.68800 -5.40642 1.71 -0.55 -0.01 -0.08
C -5.88197 -1.73451 7.50794 0.64 0.39 -0.66 -0.06
C -7.16710 -2.69591 1.01745 1.04 0.39 0.20 -0.22
C 8.61065 -5.28912 -3.11259 -0.64 -0.20 0.25 -0.07
C -6.04107 1.18752 -9.02623 -0.92 -0.24 0.78 -0.07
C -1.49574 4.13239 2.57329 -1.43 -0.14 -0.67 -0.25
C 6.22561 2.03849 2.77210 0.64 -1.88 0.15 -0.29
C -3.18437 3.69712 8.53833 0.06 -1.46 -0.66 -0.06
C 0.90612 3.38811 -2.78826 0.07 -0.24 0.86 -0.07
C -3.55061 1.50117 -6.23595 0.57 1.96 0.44 -0.29
C 4.00267 1.48696 -0.29514 0.69 0.11 0.90 -0.06
C 4.82923 2.10807 3.34308 -0.23 1.35 -0.91 -0.06
C 0.37429 -0.07013 2.50894 -2.22 -0.14 1.11 -0.27
C 6.17663 6.37090 -3.25184 0.04 -0.25 -0.51 -0.07
C -5.70876 0.50734 -2.29126 0.64 0.19 -0.75 -0.06
C 5.03670 -2.49116 -7.20332 -0.51 -0.06 -0.50 -0.27
C -2.07673 -3.80368 0.35906 -0.19 -0.27 -0.99 -0.06
C -5.74824 -0.18075 -8.43223 0.61 0.52 -0.58 -0.26
C -4.51296 6.09455 3.96647 -1.89 0.44 0.29 -0.28
C 8.07368 6.13300 1.33021 -0.39 0.12 -1.83 -0.26
C -4.07869 0.40733 3.87987 0.09 -0.31 -0.72 -0.06
C 2.94796 0.66903 0.41107 0.18 -0.03 -0.97 -0.27
C 1.02477 4.31960 -3.94795 -0.57 1.14 0.33 -0.28
C 3.68729 -3.14896 -7.43844 0.37 -1.18 0.61 -0.07
C -6.47053 -1.54514 6.10213 0.20 -2.01 1.02 -0.31
C 8.65891 -3.97975 -3.87468 1.13 -0.48 -0.34 -0.26
C 5.39632 -1.37029 -2.38965 0.27 -0.44 0.43 -0.06
C 5.20044 -1.54788 -3.89870 -1.00 0.30 1.53 -0.27
C 1.65429 -5.25390 3.40904 -2.13 -0.14 -0.70 -0.26
C 4.24580 3.10627 -6.49057 0.21 -0.30 0.77 -0.25
C -0.13194 0.87277 3.60320 0.75 0.33 -0.25 -0.05
C 7.76391 3.55340 6.71627 0.25 2.06 -0.31 -0.07
C 2.11226 -9.47356 0.14503 0.57 0.13 -1.20 -0.08
C -2.71338 0.02601 0.19998 1.08 -0.32 0.92 -0.05
C -7.12114 -4.64978 -4.15707 0.06 -1.00 -0.44 -0.07
C 1.70006 -8.24824 0.93620 0.40 -0.57 -0.96 -0.26
C -3.73958 3.85384 7.13245 -0.66 1.97 0.80 -0.28
H 4.42694 -9.76239 2.77910 0.02 -0.01 0.21 0.12
H 2.99667 -2.51368 -7.98438 -0.07 0.05 0.15 0.08
H -7.30334 -2.25411 6.03569 -0.42 0.49 -0.16 0.11
H -3.96935 3.86817 9.27113 0.14 0.28 0.08 0.08
H -4.64908 3.30233 6.88196 0.52 -0.83 0.06 0.12
H 8.92874 5.59941 0.90933 0.16 -0.46 0.91 0.11
H 2.23045 -7.35582 0.61026 0.37 -0.12 0.14 0.11
H -0.25929 -0.96194 2.50144 0.25 -0.19 -0.04 0.10
H 3.33235 2.52887 -6.34545 -0.20 0.24 -0.24 0.11
H -1.20000 1.08615 3.62537 -0.02 -0.40 -0.44 0.05
H -5.34471 1.14067 2.18003 0.42 -0.33 -0.10 0.12
H -6.28861 -4.91891 -4.81308 0.42 0.11 0.52 0.08
H 7.10847 5.11333 -0.34243 0.15 -0.14 0.26 0.07
H 0.35359 1.81929 3.35458 0.06 0.17 0.59 0.07
H 4.55460 -0.73371 -4.23575 0.15 -0.02 -0.37 0.11
H -6.62105 -1.49556 8.26793 0.09 0.08 0.08 0.08
H 5.54124 1.64307 -5.49621 -0.76 -0.22 -0.15 0.07
H -5.15624 -2.74223 1.91441 0.06 -0.16 -0.35 0.07
H 4.54288 -1.58916 -1.74191 -0.49 0.03 -0.63 0.08
H -5.48620 -2.73794 7.67043 -0.44 -0.21 -0.20 0.08
H -3.65031 2.01670 -7.19432 -0.31 -0.64 -0.34 0.11
H -2.28796 4.29610 8.67912 -0.27 0.39 0.08 0.08
H -10.02104 0.75917 3.79363 0.06 0.00 0.06 0.11
H 1.94304 -9.31419 -0.92713 -0.63 0.16 0.12 0.08
H 3.23896 -0.37037 0.59722 0.18 0.17 0.16 0.12
H 4.24353 7.27521 -3.39392 0.00 -0.06 0.04 0.12
H -10.55626 -2.21143 3.02939 0.85 0.02 0.22 0.08
H 6.00258 6.12741 0.49840 0.10 0.52 0.22 0.08
H -5.77865 -1.92586 5.34442 0.25 0.65 -0.12 0.11
H -1.70275 -1.31668 -1.21888 0.08 0.07 0.23 0.09
H -2.91883 -2.88183 -1.38881 -0.61 0.14 0.20 0.09
H 3.75934 -4.12529 -7.92562 0.29 0.27 -0.47 0.08
H -1.31432 5.83338 1.22546 0.07 -0.08 -0.02 0.08
H -7.10326 1.39536 -8.87242 -0.04 0.04 -0.41 0.08
H -1.72242 6.23943 2.91349 -0.19 0.00 -0.16 0.06
H -5.77110 1.23390 -10.07797 0.00 0.09 0.00 0.08
H 5.65262 -2.53338 -8.10183 0.02 0.41 0.03 0.12
H 4.66946 -2.48165 -4.07981 0.26 -0.12 -0.25 0.12
H 1.39296 -0.40292 2.70851 0.22 0.37 -0.52 0.11
H -4.49485 6.05686 2.87344 1.09 -0.08 -0.04 0.12
H 1.03666 5.34865 -3.57270 0.48 0.01 -0.16 0.12
H 6.91383 1.59205 3.49869 0.21 0.73 0.29 0.11
H -2.10366 1.47692 -4.68391 0.03 0.46 0.19 0.07
H -6.78114 0.58738 -2.45460 -0.07 0.21 0.08 0.08
H -3.67436 -0.40738 3.27561 0.03 -0.20 0.19 0.07
H 4.92800 2.84337 -4.36924 -0.47 0.14 -0.17 0.07
H 1.84940 3.27812 -2.24781 0.26 -0.28 -0.51 0.07
H 6.12897 -2.09735 -2.02994 0.33 0.24 -0.15 0.08
H 7.86464 4.64026 6.83977 -0.18 -0.01 0.29 0.08
H -5.70235 7.92063 3.98901 -0.03 -0.27 -0.19 0.08
H 6.21959 3.12288 -5.50832 -0.32 0.70 -0.14 0.08
H -8.18596 -2.92674 1.31998 0.02 -0.22 -0.29 0.11
H 4.29228 1.16664 -1.29192 -0.32 -0.30 0.01 0.06
H 2.08873 -4.79432 4.29576 0.69 -0.26 -0.22 0.12
H 8.36920 -6.12677 -3.76720 0.07 0.10 -0.15 0.08
H -2.44502 0.10970 -1.91473 0.29 0.11 -0.14 0.10
H -3.32211 1.18813 3.96834 -0.23 -0.26 -0.20 0.04
H -11.58979 -0.99528 2.64678 0.12 0.76 -0.03 0.08
H 6.57404 -9.61135 4.01109 0.19 0.09 -0.26 0.08
H -2.46734 3.87115 2.13421 0.17 0.10 -0.39 0.11
H -4.85725 7.67182 5.48135 0.16 -0.33 0.06 0.08
H 4.23454 2.60579 2.56827 -0.28 -0.28 0.02 0.07
H 1.90068 -3.65099 2.00226 0.23 0.18 0.50 0.08
H 0.50330 2.42085 -3.08490 0.12 -0.08 0.26 0.07
H -5.39396 5.47514 4.15636 0.03 0.00 0.43 0.11
H 4.75419 2.79783 4.18422 0.21 -0.31 0.28 0.08
H 8.45594 7.14388 1.45763 -0.49 0.11 0.67 0.12
H -9.95034 -0.87777 1.96181 -0.05 -0.28 -0.10 0.08
H -2.74709 -4.57956 -1.55739 -0.33 -0.32 0.17 0.13
H 6.78773 7.27051 -3.18131 -0.25 0.18 0.02 0.08
H -4.11122 4.88887 7.06889 0.23 0.03 -0.11 0.11
H -2.39912 -3.07669 1.10227 0.16 0.17 -0.05 0.07
H -7.40159 -5.52991 -3.57647 0.03 -0.03 -0.03 0.08
H 3.67458 2.52549 -0.34457 0.06 0.01 -0.03 0.08
H -6.55691 -2.64059 -3.87730 0.45 -0.13 0.30 0.09
H 0.14092 4.31296 -4.58960 0.12 -0.36 -0.15 0.11
H -4.98753 -1.11385 7.60271 -0.24 0.34 0.22 0.07
H 4.63925 2.91821 -7.48513 0.06 -0.01 0.01 0.12
H -1.37328 1.39950 -6.21832 -0.14 0.14 -0.33 0.08
H 7.80129 -5.23903 -2.37995 0.00 0.03 0.01 0.08
H -10.64094 -0.50730 4.89658 0.05 0.24 0.05 0.12
H 8.96537 -3.15809 -3.22458 -0.60 0.22 0.08 0.12
H -6.30873 -0.98619 -8.90199 -0.09 0.03 0.04 0.12
H 6.64838 -7.86564 3.76844 -0.09 0.08 0.02 0.08
H -0.79231 3.39091 2.19647 0.20 0.20 0.10 0.10
H 0.82093 -5.87849 3.74882 0.09 0.03 0.29 0.12
H -5.50641 -1.40351 -3.25129 0.31 0.47 -0.02 0.06
H 3.32396 -3.47274 -6.45817 -0.47 0.65 0.02 0.08
H 7.31557 6.80577 -0.55524 -0.31 0.19 0.12 0.07
H -5.54105 1.94810 -8.42934 0.34 0.02 -0.26 0.06
H -7.88953 -4.50408 -4.91961 -0.38 0.63 0.52 0.08
H 4.98517 7.11314 -4.92992 0.13 -0.52 -0.25 0.12
H -5.20950 1.47161 -2.39905 -0.35 0.29 0.25 0.08
H -4.29972 1.93222 -5.56933 -0.21 -0.19 -0.08 0.12
H -3.66657 -0.49749 0.24751 -0.01 0.14 -0.44 0.06
H 5.70645 -9.10289 1.80235 0.05 0.19 0.00 0.12
H 5.46682 -8.65299 4.86156 -0.47 0.43 -0.30 0.07
H -4.68241 -0.34696 -8.61229 0.00 -0.42 0.39 0.11
H 0.47352 -3.44417 2.97291 -0.16 -0.25 0.15 0.07
H 5.69585 -0.35874 -2.11989 0.35 -0.05 -0.20 0.06
H -5.49810 0.03894 -1.33133 -0.18 0.71 -0.31 0.04
H 0.60526 -4.51972 1.54946 -0.56 -0.73 0.54 0.06
H 8.32540 2.24895 5.13393 -0.44 0.08 -0.53 0.11
H -2.02432 -4.78434 0.83117 -0.07 -0.03 0.00 0.08
H -2.80756 1.09312 0.40296 -0.28 0.08 -0.41 0.09
H 6.69090 3.38107 6.76727 0.08 -0.48 0.02 0.08
H -0.09999 5.75357 2.54265 0.04 0.10 -0.24 0.08
H 1.58194 -10.37911 0.42905 0.02 0.05 0.20 0.08
H 8.31499 3.14718 7.55965 0.02 -0.58 -0.30 0.08
H 0.30682 3.83070 -1.98745 -0.58 -0.09 -0.38 0.08
H -7.64805 -3.19317 -2.62091 -0.27 -0.16 -0.14 0.12
H -2.85050 2.66142 8.65716 -0.07 -0.01 0.15 0.08
H 6.31894 1.27172 1.99767 -0.50 0.20 -0.29 0.11
H 9.37254 3.57912 5.20098 -0.13 0.59 0.10 0.12
H 0.13992 0.54191 4.60559 0.21 0.03 -0.06 0.09
H -3.98366 8.19454 4.04105 0.11 -0.04 0.09 0.07
H -1.09943 -3.56318 -0.06443 0.14 0.18 0.45 0.06
H 5.94637 6.01368 -2.25144 0.27 -0.22 -0.04 0.05
H -2.12886 -0.31888 1.06058 -0.15 -0.19 0.03 0.05
H -6.26367 -4.10563 2.31849 0.30 -0.02 0.10 0.09
H 2.68709 1.18112 1.34173 -0.24 -0.22 -0.04 0.10
H -4.29262 0.06197 4.89058 -0.05 -0.10 0.02 0.08
H -1.96152 2.97242 -5.68991 -0.38 0.11 0.04 0.07
H 9.50740 -5.55376 -2.55448 0.23 0.35 -0.20 0.08
H -5.45296 1.96076 3.69508 -1.12 -0.79 -0.02 0.07
H 4.39364 1.13638 3.55974 0.18 -0.06 0.11 0.08
H 4.82834 -1.46854 -6.87785 0.45 0.11 -0.08 0.11
H -4.03731 -0.47896 -3.27000 0.09 0.30 -0.41 0.11
H -7.10110 -1.64257 0.73786 -0.10 0.00 0.09 0.11
H -6.44617 -2.48153 3.02654 -0.18 -0.12 -0.02 0.05
H 3.18838 -9.65617 0.08226 0.05 -0.02 0.88 0.07
H 9.41086 -3.99458 -4.66618 0.00 -0.14 -0.03 0.12
H 6.75966 5.65515 -3.83493 0.07 -0.21 0.35 0.08
H 0.66654 -8.02726 0.66468 -0.31 -0.14 0.92 0.12
H 4.88976 1.42979 0.34408 0.12 0.30 -0.22 0.06
```
Positions in Å, forces in eV/Å.

SMILES: CCOP(=O)(OCC)OCC.CCOP(=O)(OCC)OCC.CCOP(=O)(OCC)OCC.CCOP(=O)(OCC)OCC.CCOP(=O)(OCC)OCC.CCOP(=O)(OCC)OCC.CCOP(=O)(OCC)OCC.CCOP(=O)(OCC)OCC.CCOP(=O)(OCC)OCC
2S+1: 1
HOMO, eV: -10.37
Orbital gap, eV: 10.62
Net charge: 0
Energy relative to the best compared isomer or geometry (same formula, charge and spin), kJ/mol: 0.0
Total energy, hartree: -7920.2348